Record 1
{
  "formula": "C26H31N3O6S2",
  "method": "ωB97M-V with the def2-TZVPD basis set",
  "smiles": "COc1ccc(CCNC(=O)CSc2nc3ccsc3c(=O)n2C[C@H]2CC[C@H](C(=O)O)CC2)cc1OC",
  "max_force_ev_per_a": 1.2,
  "spin_multiplicity": 1,
  "homo_ev": -8.144,
  "symbols": ["C", "O", "C", "C", "C", "C", "C", "C", "N", "C", "O", "C", "S", "C", "N", "C", "C", "C", "S", "C", "C", "O", "N", "C", "C", "C", "C", "C", "C", "O", "O", "C", "C", "C", "C", "O", "C", "H", "H", "H", "H", "H", "H", "H", "H", "H", "H", "H", "H", "H", "H", "H", "H", "H", "H", "H", "H", "H", "H", "H", "H", "H", "H", "H", "H", "H", "H", "H"],
  "xyz": [[0.486, -2.281, -3.716], [0.602, -2.680, -2.368], [1.611, -2.165, -1.622], [2.509, -1.195, -2.035], [3.530, -0.769, -1.196], [3.692, -1.322, 0.060], [4.794, -0.873, 0.980], [4.392, 0.395, 1.737], [3.157, 0.169, 2.462], [2.471, 1.202, 2.990], [2.943, 2.292, 3.216], [1.051, 0.854, 3.443], [0.125, -0.229, 2.315], [0.414, 0.611, 0.799], [1.282, 1.563, 0.850], [1.606, 2.176, -0.310], [2.564, 3.207, -0.473], [2.682, 3.570, -1.774], [1.646, 2.695, -2.841], [1.016, 1.796, -1.509], [0.009, 0.782, -1.571], [-0.593, 0.415, -2.560], [-0.247, 0.199, -0.309], [-1.248, -0.849, -0.247], [-2.601, -0.351, 0.273], [-3.571, -1.530, 0.346], [-4.937, -1.083, 0.852], [-5.515, 0.007, -0.051], [-6.829, 0.507, 0.500], [-7.060, 0.742, 1.656], [-7.738, 0.697, -0.466], [-4.544, 1.194, -0.119], [-3.179, 0.742, -0.626], [2.775, -2.282, 0.492], [1.734, -2.697, -0.318], [0.781, -3.606, 0.037], [0.831, -4.159, 1.328], [1.414, -2.462, -4.267], [-0.307, -2.899, -4.132], [0.203, -1.228, -3.797], [2.420, -0.758, -3.017], [4.215, -0.009, -1.542], [5.697, -0.660, 0.408], [5.021, -1.662, 1.700], [5.170, 0.685, 2.449], [4.249, 1.225, 1.035], [2.634, -0.646, 2.173], [0.491, 1.779, 3.570], [1.082, 0.316, 4.392], [3.112, 3.630, 0.348], [3.330, 4.318, -2.187], [-1.361, -1.230, -1.265], [-0.875, -1.654, 0.390], [-2.467, 0.054, 1.282], [-3.168, -2.297, 1.009], [-3.676, -1.968, -0.649], [-4.852, -0.688, 1.866], [-5.618, -1.936, 0.882], [-5.688, -0.379, -1.059], [-8.564, 1.045, -0.094], [-4.948, 1.963, -0.781], [-4.445, 1.624, 0.880], [-2.507, 1.603, -0.651], [-3.267, 0.363, -1.645], [2.907, -2.731, 1.466], [1.753, -4.725, 1.492], [-0.019, -4.838, 1.387], [0.731, -3.389, 2.102]]
}

=====

Record 2
{
  "formula": "C26H32BrO4Pd",
  "method": "ωB97M-V with the def2-TZVPD basis set",
  "s_squared": 6.02,
  "max_force_ev_per_a": 3.0,
  "charge": 1,
  "spin_multiplicity": 5,
  "homo_ev": [-11.372, -11.566],
  "symbols": ["O", "C", "C", "H", "H", "C", "H", "H", "C", "H", "H", "H", "C", "H", "H", "H", "Pd", "C", "C", "C", "H", "C", "C", "H", "H", "H", "H", "C", "C", "C", "H", "C", "C", "H", "H", "H", "H", "O", "C", "C", "H", "H", "C", "H", "H", "C", "H", "H", "H", "H", "Br", "C", "C", "C", "C", "C", "C", "C", "O", "O", "H", "H", "H", "H"],
  "xyz": [[-0.791, -0.728, -3.484], [-0.868, 0.588, -4.170], [-0.554, 0.049, -5.564], [-0.109, 1.291, -3.827], [-1.863, 1.043, -4.064], [-0.509, -1.281, -4.814], [0.382, 0.350, -6.037], [-1.368, 0.130, -6.279], [0.827, -1.960, -4.805], [1.578, -1.354, -4.304], [1.146, -2.176, -5.827], [0.710, -2.903, -4.276], [-1.576, -2.151, -5.435], [-2.503, -1.594, -5.578], [-1.748, -3.040, -4.843], [-1.233, -2.476, -6.421], [-0.881, -1.266, 0.936], [-2.569, -1.277, 2.483], [-2.666, 0.148, 2.548], [-2.916, 0.634, 1.233], [-2.657, 0.748, 3.463], [-3.223, -0.467, 0.386], [-2.955, -1.681, 1.129], [-2.974, -2.702, 0.776], [-2.353, -1.973, 3.288], [-2.911, 1.680, 0.936], [-3.705, -0.437, -0.601], [0.235, -2.382, 2.643], [-0.441, -3.330, 1.812], [0.096, -3.216, 0.488], [-1.243, -3.978, 2.156], [1.135, -2.218, 0.527], [1.228, -1.714, 1.860], [1.973, -0.979, 2.164], [0.038, -2.164, 3.682], [-0.213, -3.791, -0.384], [1.812, -1.963, -0.281], [2.151, 1.080, -2.721], [1.737, 0.466, -1.454], [0.388, 1.088, -0.987], [2.505, 0.606, -0.664], [1.625, -0.613, -1.639], [0.382, 2.421, -1.736], [0.287, 1.102, 0.130], [-0.425, 0.436, -1.359], [1.567, 2.391, -2.739], [0.474, 3.245, -1.021], [-0.565, 2.517, -2.278], [2.375, 3.104, -2.472], [1.177, 2.698, -3.746], [1.589, 3.203, 2.300], [1.626, 2.672, 4.104], [2.340, 3.455, 5.034], [2.397, 3.113, 6.394], [1.791, 1.923, 6.824], [1.126, 1.121, 5.888], [1.000, 1.483, 4.524], [0.144, 0.592, 3.628], [-0.515, -0.269, 4.280], [0.168, 0.773, 2.369], [2.845, 4.335, 4.654], [2.927, 3.780, 7.079], [1.855, 1.643, 7.879], [0.697, 0.176, 6.213]]
}

=====

Record 3
{
  "formula": "C26H32ClFN2O2Rh",
  "method": "ωB97M-V with the def2-TZVPD basis set",
  "s_squared": 6.02,
  "max_force_ev_per_a": 4.1,
  "charge": -1,
  "spin_multiplicity": 5,
  "homo_ev": [0.142, -4.357],
  "e_above_lowest_kj_mol": 222.4,
  "symbols": ["Rh", "Cl", "N", "N", "C", "C", "C", "C", "C", "C", "H", "H", "H", "H", "H", "H", "C", "C", "C", "C", "H", "H", "H", "H", "H", "H", "O", "H", "H", "O", "H", "H", "C", "C", "C", "H", "H", "C", "C", "H", "C", "C", "C", "C", "H", "C", "H", "H", "H", "H", "H", "H", "H", "H", "F", "C", "C", "C", "C", "C", "C", "H", "H", "H", "H"],
  "xyz": [[0.287, 0.070, 0.304], [-1.444, -0.002, -1.334], [1.626, -0.156, -1.276], [-1.293, -0.048, 1.687], [2.476, 0.786, -1.598], [-1.826, 1.041, 2.165], [1.751, -1.254, -2.278], [3.153, -0.979, -2.818], [0.769, -1.084, -3.428], [1.590, -2.638, -1.675], [0.918, -0.107, -3.914], [-0.259, -1.139, -3.056], [0.956, -1.878, -4.163], [2.340, -2.791, -0.894], [1.737, -3.387, -2.464], [0.582, -2.757, -1.261], [-2.156, -1.221, 2.019], [-3.352, -0.536, 2.684], [-1.468, -2.152, 3.007], [-2.605, -2.015, 0.808], [-3.042, -1.344, 0.063], [-3.356, -2.747, 1.136], [-1.764, -2.548, 0.353], [-1.134, -1.580, 3.881], [-0.608, -2.641, 2.541], [-2.187, -2.916, 3.327], [-3.018, 0.880, 2.747], [-3.536, -0.875, 3.712], [-4.278, -0.622, 2.103], [3.379, 0.443, -2.521], [3.272, -1.104, -3.902], [3.921, -1.564, -2.290], [2.472, 2.158, -1.037], [-1.240, 2.400, 2.090], [-0.858, 2.637, 0.679], [-0.352, 2.401, 2.728], [-1.968, 3.122, 2.459], [0.216, 1.961, 0.072], [1.039, 2.534, -0.909], [1.143, 0.835, 1.397], [0.314, 3.284, -1.817], [-1.004, 3.650, -1.487], [0.913, 3.594, -3.150], [-1.581, 3.390, -0.236], [-1.586, 4.203, -2.222], [-2.970, 3.824, 0.108], [-3.402, 4.363, -0.746], [-2.977, 4.489, 0.988], [-3.614, 2.954, 0.333], [1.875, 4.123, -3.043], [0.217, 4.220, -3.722], [1.099, 2.668, -3.728], [3.033, 2.822, -1.695], [2.947, 2.105, -0.058], [4.733, -2.592, 3.809], [3.744, -2.000, 3.057], [3.787, -0.608, 2.951], [2.786, 0.000, 2.185], [1.793, -0.783, 1.558], [1.786, -2.167, 1.680], [2.787, -2.774, 2.455], [4.538, 0.002, 3.421], [2.780, 1.055, 2.090], [1.016, -2.738, 1.172], [2.792, -3.880, 2.568]]
}

=====

Record 4
{
  "formula": "C26H32InN10O8P2SbSe4",
  "method": "ωB97M-V with the def2-TZVPD basis set",
  "max_force_ev_per_a": 1.6,
  "charge": -2,
  "spin_multiplicity": 1,
  "homo_ev": -2.148,
  "e_above_lowest_kj_mol": 225.7,
  "symbols": ["In", "Se", "Sb", "Se", "Se", "Se", "C", "C", "O", "P", "O", "O", "O", "P", "O", "O", "O", "H", "H", "H", "H", "H", "H", "H", "N", "C", "C", "C", "N", "C", "C", "H", "H", "H", "H", "H", "H", "C", "C", "C", "C", "C", "N", "C", "O", "N", "C", "C", "C", "C", "N", "C", "C", "C", "H", "H", "H", "H", "H", "H", "H", "H", "H", "H", "H", "H", "H", "N", "C", "N", "C", "N", "C", "N", "C", "C", "N", "C", "H", "H", "H", "H", "H", "H"],
  "xyz": [[0.021, 0.085, 0.895], [2.235, 2.492, -6.359], [0.702, 0.700, -5.810], [-0.943, 1.550, -3.952], [-0.004, -0.022, -2.448], [1.787, -0.608, -3.767], [0.159, -5.319, -0.201], [1.046, -4.100, -0.202], [2.329, -4.375, -0.717], [1.217, -3.399, 1.488], [-0.254, -3.077, 1.976], [1.584, -4.676, 2.416], [2.215, -2.340, 1.703], [0.327, -2.656, -1.081], [0.093, -3.222, -2.578], [-0.993, -2.317, -0.462], [1.419, -1.640, -1.072], [0.594, -6.093, 0.431], [0.036, -5.694, -1.217], [-0.815, -5.036, 0.194], [2.722, -3.505, -0.903], [-0.720, -2.648, 1.224], [2.334, -4.414, 2.946], [0.642, -2.712, -3.190], [4.491, 2.448, -3.577], [3.628, 2.213, -2.546], [2.394, 2.871, -2.474], [1.586, 2.650, -1.380], [1.902, 1.842, -0.369], [3.066, 1.208, -0.443], [3.956, 1.362, -1.483], [4.059, 2.806, -4.423], [5.180, 1.732, -3.747], [2.073, 3.512, -3.284], [0.618, 3.138, -1.308], [3.277, 0.517, 0.368], [4.883, 0.805, -1.505], [5.268, -2.597, 3.967], [4.867, -1.278, 4.561], [5.158, -0.959, 5.881], [4.770, 0.251, 6.425], [4.077, 1.178, 5.652], [3.648, 2.376, 6.238], [2.561, 3.166, 5.925], [2.574, 4.348, 6.217], [1.488, 2.571, 5.328], [1.170, 1.214, 5.224], [1.392, 0.305, 6.253], [1.084, -1.028, 6.037], [0.546, -1.403, 4.815], [0.272, -0.530, 3.860], [0.570, 0.735, 4.059], [3.842, 0.890, 4.310], [4.213, -0.330, 3.784], [5.252, -3.390, 4.714], [6.279, -2.538, 3.559], [4.599, -2.858, 3.151], [5.693, -1.668, 6.498], [4.996, 0.476, 7.457], [4.300, 2.843, 6.852], [0.827, 3.212, 4.909], [1.790, 0.633, 7.202], [1.271, -1.756, 6.815], [0.311, -2.432, 4.581], [0.328, 1.406, 3.252], [3.362, 1.620, 3.677], [3.981, -0.554, 2.754], [-0.884, 2.478, 1.815], [-1.452, 2.935, 2.727], [-1.925, 3.579, 3.704], [-2.728, 3.288, 4.655], [-3.421, 3.156, 5.576], [-4.658, -2.643, -0.856], [-3.967, -2.017, 0.231], [-3.551, -2.621, 1.386], [-2.875, -1.668, 2.094], [-2.877, -0.500, 1.400], [-3.526, -0.742, 0.295], [-5.550, -3.160, -0.492], [-4.008, -3.358, -1.368], [-4.967, -1.881, -1.571], [-3.735, -3.658, 1.583], [-2.397, -1.734, 3.054], [-3.716, -0.016, -0.471]]
}